C4H5N3S as an isolated structure. Source: the OMol25 dataset; level of theory: ωB97M-V with the def2-TZVPD basis set.

Structure (XYZ):
```
13
Properties=species:S:1:pos:R:3:forces:R:3
C -0.136 -1.453 0.785 -0.96 -1.05 0.90
C 0.711 -0.294 0.784 0.87 -1.41 -0.19
C -1.232 -1.553 -0.086 0.46 -1.19 3.97
C -1.017 0.515 -1.023 0.88 3.58 -0.74
N -1.568 -0.558 -0.866 -0.87 -1.59 -0.76
N 0.448 0.763 0.102 -1.68 -4.23 0.51
N 1.293 1.731 -0.014 1.25 2.21 -0.20
S -1.355 1.827 -1.909 0.72 0.88 -0.03
H 0.064 -2.188 1.646 -0.41 0.93 -1.86
H 1.741 -0.386 1.208 -0.91 0.22 0.15
H -2.077 -2.269 0.058 1.40 -0.08 -0.30
H 2.332 1.596 0.010 -1.69 -0.06 -0.41
H 0.795 2.268 -0.694 0.95 1.79 -1.05
```
Forces are in eV/Å.

Summary:
* E_LUMO: -0.1695 eV
* E_tot: -19531.22423 eV
* multiplicity: 1
* relative energy (zero: lowest compared OMol25 entry of this formula, charge and spin): 3.657 eV